(1)
33
Properties=species:S:1:pos:R:3:forces:R:3 method="wB97M-V/def2-TZVPD" orbital_gap_ev=8.148 spin_multiplicity=1 total_charge=-1 total_energy_ev=-26932.87339 relative_energy_kj_mol=117.7
H -4.054 0.300 0.275 -0.670 -0.353 0.274
C 0.865 -3.523 -1.179 0.013 -0.192 -0.102
C -0.216 3.211 -1.458 -0.566 -1.337 1.467
C -2.857 -0.603 1.838 0.550 -0.710 -0.388
O 0.625 2.087 -1.765 -0.086 1.266 -0.234
H 0.944 1.802 -0.889 0.014 -0.364 -0.308
O 0.042 3.901 -3.738 0.038 0.110 -0.385
C -0.867 3.904 -2.660 0.518 -0.501 0.690
I 1.070 0.196 1.177 -0.265 -0.083 -0.024
H -1.127 4.935 -2.395 -0.103 -0.060 0.196
H -1.790 3.353 -2.867 0.059 0.033 -0.410
C -3.595 -0.672 0.488 1.465 -0.028 -0.744
H -1.364 0.647 1.885 0.076 0.015 0.100
H 0.414 -2.723 -1.769 -0.376 0.085 0.338
H -1.862 -0.381 -0.253 0.269 -0.178 -0.685
H 3.740 -2.334 1.857 0.317 -0.254 0.066
C 4.305 -1.906 2.699 -1.062 -0.034 -0.685
O -2.298 0.658 2.154 -0.709 0.170 -0.187
H -2.007 -1.287 1.737 -0.192 -0.377 0.073
H -1.001 2.765 -0.831 -0.689 0.230 -0.363
H -3.469 -0.987 2.657 -0.197 0.349 0.097
H 1.207 -4.246 -1.925 0.495 0.038 0.154
H 3.838 -2.329 3.601 0.634 -0.167 0.072
O 4.114 -0.509 2.669 0.001 0.125 0.130
H 0.206 3.848 -0.674 0.785 0.611 -0.763
H -4.191 -1.576 0.346 -0.683 0.483 0.651
O 1.938 -3.066 -0.392 0.586 -0.298 -0.114
H 0.159 -4.086 -0.562 -0.439 0.354 -0.070
H 3.188 -0.393 2.380 0.346 0.400 0.066
O -2.627 -0.881 -0.580 0.210 0.651 0.838
H 1.695 -2.281 0.119 -0.283 0.095 -0.179
H -0.385 4.314 -4.494 0.019 -0.036 0.018
H 5.360 -2.141 2.549 -0.075 -0.043 0.412


(2)
8
Properties=species:S:1:pos:R:3:forces:R:3 method="wB97M-V/def2-TZVPD" orbital_gap_ev="8.707 / 7.218" spin_multiplicity=1 total_energy_ev=-85044.56134 relative_energy_kj_mol=278.9
C 0.160 -0.051 -0.089 2.556 -2.178 0.218
H 0.051 0.866 0.426 -0.102 1.098 0.260
H -0.785 -0.451 -0.440 -0.108 -0.046 0.024
Br 1.866 1.110 -2.281 0.196 0.394 -0.340
H 0.726 -0.766 0.616 -1.915 0.820 -0.187
S 2.017 -1.998 -1.299 -0.512 4.602 -0.245
C 1.271 -0.124 -1.108 0.154 -3.958 0.200
O 3.177 -1.777 -2.205 -0.271 -0.733 0.069


(3)
12
Properties=species:S:1:pos:R:3:forces:R:3 method="wB97M-V/def2-TZVPD" orbital_gap_ev=9.710 spin_multiplicity=1 total_energy_ev=-8336.30977 relative_energy_kj_mol=400.5
C 0.926 0.436 0.339 0.040 0.137 0.136
H -0.350 2.206 0.264 0.059 -0.121 -0.054
C -0.136 1.262 -0.231 0.097 0.102 -0.081
C -0.839 0.010 0.311 -0.387 0.011 0.134
H -1.643 -0.333 -0.337 0.200 0.000 0.108
O -0.116 -1.661 -1.527 0.206 0.169 0.448
H 1.170 0.632 1.394 -0.064 -0.049 -0.154
C 0.240 -1.398 -0.414 -0.082 -0.388 -0.388
O 1.623 -0.470 -0.281 -0.112 0.026 -0.054
H -1.147 0.050 1.355 0.060 0.023 -0.135
H -0.151 1.313 -1.317 0.007 -0.025 0.147
H 0.423 -2.047 0.443 -0.024 0.117 -0.107


(4)
12
Properties=species:S:1:pos:R:3:forces:R:3 method="wB97M-V/def2-TZVPD" orbital_gap_ev=9.172 spin_multiplicity=1 total_energy_ev=-18595.64925 relative_energy_kj_mol=604.9
C 1.457 -0.953 -0.832 0.343 0.365 3.742
H -0.061 0.783 -1.258 -0.499 0.724 0.163
N 0.634 -0.983 0.580 1.141 -0.969 -0.775
S -1.997 -0.355 -0.288 -0.006 0.449 1.264
H 2.658 0.152 0.687 1.332 0.530 0.968
C -0.731 0.913 -0.391 0.251 2.089 -0.812
H -1.107 1.939 -0.031 0.684 -1.620 -1.132
C -0.427 -0.034 0.654 -0.694 0.857 2.818
H 1.364 -1.558 -1.668 -0.156 -0.594 -1.338
H -0.713 0.404 1.727 0.695 -1.572 -2.218
O -3.082 0.237 0.543 -0.364 -0.352 -0.359
C 2.005 -0.546 0.278 -2.726 0.094 -2.321


(5)
62
Properties=species:S:1:pos:R:3:forces:R:3 method="wB97M-V/def2-TZVPD" orbital_gap_ev="8.456 / 5.713" spin_multiplicity=3 total_charge=+1 total_energy_ev=-84780.23685 relative_energy_kj_mol=138.8
C -0.565 -7.144 2.015 -0.019 0.019 -0.021
H -0.254 5.813 2.322 0.048 0.034 0.008
H 0.543 0.090 -3.612 0.013 -0.004 -0.011
H -2.310 2.176 -6.025 0.012 0.046 -0.128
O 1.284 -0.639 -0.908 -0.583 -0.195 -0.299
H -1.903 3.142 -1.887 -0.200 0.172 0.110
C -0.621 1.619 -2.652 0.352 -0.430 1.771
O 3.344 0.047 0.210 0.362 -0.235 -0.067
H 4.861 3.403 0.577 0.123 0.072 0.078
C -0.210 -7.771 0.837 -0.031 0.057 0.133
C -0.215 0.856 -3.723 0.020 -0.353 -0.444
H -0.510 0.508 -5.819 0.022 -0.053 -0.044
Au -0.120 -2.063 0.010 -0.080 0.258 -1.288
O 1.912 -1.684 1.166 0.143 -0.646 0.360
H 0.189 -7.597 -1.253 0.012 -0.024 -0.102
Sb 0.173 1.450 -0.546 0.644 2.536 -1.467
C -0.605 -5.041 0.755 -0.061 -1.149 0.352
C -1.134 -2.367 3.027 -0.188 0.618 1.269
H -3.904 3.638 1.899 -0.083 -0.040 0.038
H 0.908 4.144 0.935 0.022 0.063 0.007
C 2.923 2.726 0.011 0.269 0.239 -0.068
C -1.814 2.034 -5.078 -0.129 0.056 -0.087
H -1.211 -5.039 3.894 0.050 0.137 -0.058
C -0.833 2.913 0.685 0.082 -0.487 -0.522
C 2.543 2.462 -2.359 -0.111 0.052 -0.096
C 2.105 2.378 -1.050 -1.120 -0.551 0.537
C -0.141 4.016 1.166 0.245 -0.021 -0.081
C -1.005 -3.620 2.343 -0.132 -0.489 -0.097
N -1.025 -4.838 2.925 -0.036 0.386 0.047
C 4.213 3.157 -0.249 -0.146 0.121 0.181
C 3.839 2.899 -2.604 -0.181 -0.079 -0.159
O 1.148 0.601 1.106 -0.525 0.221 -0.081
C -0.751 -5.771 1.955 0.164 -0.105 -0.859
H -1.190 0.817 2.570 0.066 0.258 0.006
C -2.188 2.777 0.953 -0.078 -0.138 -0.056
N -1.113 -1.237 2.272 -0.151 -0.050 -0.292
S 2.037 -0.443 0.428 1.656 -0.231 0.872
C -1.228 -2.136 4.379 0.041 0.124 -0.476
C 4.670 3.239 -1.552 0.067 0.019 -0.043
H 5.680 3.564 -1.747 0.120 0.025 -0.032
C -2.148 4.822 2.214 0.004 -0.057 -0.019
H 1.891 2.200 -3.185 0.129 0.009 0.087
C -1.179 -0.174 2.984 -0.106 0.271 0.820
H -0.194 -5.151 -1.354 0.042 0.055 -0.145
C -2.206 2.786 -3.984 -0.055 0.161 0.185
C -0.798 4.962 1.940 0.072 0.015 -0.001
C -0.291 -5.697 -0.429 0.035 0.025 0.084
H -0.677 -7.689 2.940 0.031 -0.070 0.065
C -1.609 2.570 -2.751 -0.374 0.272 -0.357
H 4.191 2.947 -3.623 0.074 0.063 -0.069
H -2.981 3.530 -4.072 -0.088 0.077 -0.082
H -0.008 -8.830 0.841 -0.059 -0.102 -0.004
C -0.085 -7.059 -0.360 0.004 0.034 -0.137
S -1.647 -0.205 -0.609 -0.251 -0.713 0.133
H -2.655 5.559 2.817 -0.058 0.070 0.022
H -1.262 -2.841 5.186 0.028 -0.169 0.164
N -0.790 -3.712 1.038 -0.182 0.233 0.606
H -2.731 1.922 0.563 -0.098 0.105 0.061
C -2.845 3.735 1.710 -0.090 -0.046 0.016
C -0.815 1.085 -4.958 0.238 -0.198 0.106
H 2.589 2.616 1.032 0.045 -0.031 0.035
S -1.273 -0.455 4.687 -0.025 -0.237 -0.460


(6)
35
Properties=species:S:1:pos:R:3:forces:R:3 method="wB97M-V/def2-TZVPD" orbital_gap_ev=5.609 spin_multiplicity=1 total_charge=-2 total_energy_ev=-315031.09684 relative_energy_kj_mol=0.0
C 2.006 -3.001 0.301 -0.076 0.073 0.097
Se -2.382 1.839 -1.742 -0.267 0.061 -0.027
S -1.324 -0.361 1.133 0.160 0.128 -0.576
H 2.022 -4.075 0.245 0.022 -0.018 -0.005
H 2.416 -2.771 -2.705 0.009 0.006 -0.013
H 0.988 -3.659 -2.090 0.012 0.011 -0.011
H -2.905 2.639 0.787 -0.003 -0.017 0.016
C -2.574 2.447 1.807 0.060 0.056 -0.014
H -3.053 1.539 2.163 0.002 -0.005 -0.017
N -1.167 -0.758 -3.581 -0.043 0.319 0.847
Se -4.290 0.616 -1.077 -0.186 0.094 -0.083
H 1.984 3.034 2.244 0.020 0.017 0.017
N 0.822 1.324 1.736 0.188 -0.121 0.030
H -0.506 4.242 2.376 -0.014 0.022 0.003
S 1.389 0.375 -1.478 0.451 0.293 0.018
C -0.928 -0.201 -4.576 0.187 0.279 -0.897
N 1.730 -2.215 -0.798 0.028 -0.063 -0.206
B 2.093 0.371 1.789 0.015 0.025 -0.016
S -0.582 0.540 -6.038 -0.182 -0.397 0.704
N -1.133 2.264 1.830 -0.231 0.042 0.037
C -0.217 3.231 2.156 0.112 -0.062 -0.026
H -2.815 3.290 2.456 -0.012 -0.011 0.016
H 2.224 -0.024 2.938 -0.021 0.044 -0.050
C 1.718 -0.900 -0.436 -0.022 -0.155 0.026
C -0.489 1.103 1.556 -0.023 -0.130 -0.069
H 3.029 1.069 1.447 -0.049 -0.028 0.053
C 0.998 2.636 2.091 -0.134 0.066 -0.046
N 1.972 -0.870 0.897 -0.053 0.081 0.010
Pd -1.414 -0.397 -1.348 0.733 -0.356 0.261
C 2.146 -2.160 1.348 -0.050 -0.077 -0.067
C 1.482 -2.689 -2.144 -0.070 0.002 0.090
Se -4.047 -1.503 -2.097 -0.398 -0.232 0.092
Se -2.343 -2.628 -0.925 -0.171 0.087 -0.233
H 0.824 -1.983 -2.650 0.001 -0.029 0.016
H 2.324 -2.363 2.388 0.008 -0.005 0.023